#one
Formula: C6H15N2
Source: the Open Molecules 2025 dataset
Level of theory: wB97M-V/def2-TZVPD

Gap between HOMO and LUMO   8.94 eV
Highest occupied orbital energy   -12.448 eV

Structure (ORCA input):
```
! RIJCOSX wB97M-V def2-TZVPD def2/J DEFGRID3
* xyz 1 1
C -0.947 1.449 0.436
C -1.567 2.883 0.366
C -0.713 -2.469 1.052
C 1.402 -1.065 0.508
C 1.298 1.814 -0.461
C 0.340 -2.069 0.097
N 0.145 1.068 0.112
N 0.342 -2.346 -1.199
H -1.478 3.385 1.344
H -2.607 2.738 0.107
H -1.152 3.565 -0.472
H -1.773 -1.929 0.868
H -0.759 -3.591 1.074
H -0.514 -2.140 2.098
H -1.507 0.763 0.990
H 2.148 -0.991 -0.214
H 1.638 -1.272 1.487
H 1.709 1.481 -1.339
H 2.029 1.654 0.320
H 1.005 2.791 -0.539
H -0.445 -2.674 -1.754
H 1.079 -1.975 -1.734
H 0.816 0.041 0.510
*
```



#two
Formula: C6H15N2
Source: the Open Molecules 2025 dataset
Level of theory: wB97M-V/def2-TZVPD

Gap between HOMO and LUMO   10.35 eV
Highest occupied orbital energy   -13.921 eV
SMILES string   CCCCCNC=[NH2+]

Structure (ORCA input):
```
! RIJCOSX wB97M-V def2-TZVPD def2/J DEFGRID3
* xyz 1 1
C -2.790 -2.134 0.218
C -1.400 -1.825 0.787
C -0.422 -1.173 -0.179
C -0.676 0.334 -0.398
C 0.145 1.285 0.415
N 1.577 1.178 0.067
C 2.263 2.215 -0.291
N 3.544 2.110 -0.582
H -3.364 -2.765 0.878
H -2.723 -2.595 -0.774
H -3.335 -1.181 0.100
H -1.016 -2.842 0.928
H -1.475 -1.417 1.772
H 0.617 -1.316 0.120
H -0.436 -1.749 -1.119
H -1.737 0.535 -0.125
H -0.594 0.472 -1.487
H -0.255 2.320 0.286
H 0.153 1.125 1.563
H 1.935 0.159 -0.089
H 1.868 3.220 -0.506
H 4.008 1.227 -0.551
H 4.115 2.818 -1.035
*
```



Which structure is the most stable? The one labeled #two.



#one
Formula: C5H6OS
Source: the Open Molecules 2025 dataset
Level of theory: wB97M-V/def2-TZVPD

Gap between HOMO and LUMO   8.95 eV
Highest occupied orbital energy   -8.014 eV
SMILES string   C1=CS[C@H]2C[C@@H]2O1

Structure (ORCA input):
```
! RIJCOSX wB97M-V def2-TZVPD def2/J DEFGRID3
* xyz 0 1
C 0.648 -0.694 -1.245
C -0.223 -1.683 -0.735
S -1.470 -1.281 0.513
C -0.981 0.272 0.553
C -0.324 1.377 1.279
C 0.587 0.474 0.447
O 0.908 0.602 -0.970
H 1.188 -1.042 -2.093
H -0.090 -2.834 -1.226
H -1.077 0.793 -0.565
H -0.202 1.562 2.295
H -0.433 2.439 0.802
H 1.471 0.016 0.946
*
```



#two
Formula: C5H6OS
Source: the Open Molecules 2025 dataset
Level of theory: wB97M-V/def2-TZVPD

Gap between HOMO and LUMO   8.89 eV
Highest occupied orbital energy   -8.210 eV
SMILES string   C1=COC=CSC1

Structure (ORCA input):
```
! RIJCOSX wB97M-V def2-TZVPD def2/J DEFGRID3
* xyz 0 1
C -0.320 1.427 0.031
C -1.450 0.745 -0.289
O -1.754 -0.674 -0.441
C -0.841 -1.536 0.013
C 0.545 -1.701 0.210
S 1.767 -0.545 -0.604
C 1.300 1.099 0.191
H -0.257 2.510 -0.200
H -2.443 1.262 -0.800
H -1.383 -2.570 0.105
H 1.022 -2.632 0.813
H 2.032 1.652 -0.316
H 1.783 0.964 1.288
*
```



Which structure is the most stable? The one labeled #two.



#one
Formula: C5H13N
Source: the Open Molecules 2025 dataset
Level of theory: wB97M-V/def2-TZVPD

Gap between HOMO and LUMO   10.61 eV
Highest occupied orbital energy   -9.431 eV
SMILES string   CCC(N)CC

Structure (ORCA input):
```
! RIJCOSX wB97M-V def2-TZVPD def2/J DEFGRID3
* xyz 0 1
C 2.226 -0.810 -0.156
C 0.784 -0.750 0.377
C 0.011 0.339 -0.260
N 0.790 1.574 -0.078
C -1.406 0.432 0.188
C -2.340 -0.749 -0.133
H 2.184 -0.860 -1.264
H 2.873 -1.670 0.198
H 2.716 0.175 -0.095
H 0.270 -1.749 0.276
H 0.826 -0.582 1.504
H -0.032 0.265 -1.361
H -0.077 2.342 -0.042
H 1.220 1.567 0.988
H -1.452 0.499 1.252
H -1.857 1.342 -0.259
H -2.146 -1.760 0.306
H -3.355 -0.436 0.129
H -2.351 -0.922 -1.184
*
```



#two
Formula: C5H13N
Source: the Open Molecules 2025 dataset
Level of theory: wB97M-V/def2-TZVPD

Gap between HOMO and LUMO   5.05 eV
Highest occupied orbital energy   -6.172 eV

Structure (ORCA input):
```
! RIJCOSX wB97M-V def2-TZVPD def2/J DEFGRID3
* xyz 0 1
C -1.274 2.172 -1.187
C -0.439 1.867 0.555
C 0.461 0.866 0.367
C 0.233 -0.502 0.900
N -0.373 -1.611 0.202
C 0.022 -1.680 -1.190
H -1.960 2.999 -1.009
H -1.764 1.173 -1.108
H -0.468 2.370 -1.957
H -0.044 2.892 0.889
H -1.330 1.805 1.235
H 1.197 -0.846 1.333
H 1.381 1.046 -0.135
H 2.660 -3.952 1.721
H -0.442 -0.373 1.748
H 2.106 -3.479 1.651
H -0.754 -0.886 -0.908
H 1.049 -1.256 -1.407
H -0.262 -2.605 -1.701
*
```



#three
Formula: C5H13N
Source: the Open Molecules 2025 dataset
Level of theory: wB97M-V/def2-TZVPD

Gap between HOMO and LUMO   9.29 eV
Highest occupied orbital energy   -8.069 eV
SMILES string   CCCCNC

Structure (ORCA input):
```
! RIJCOSX wB97M-V def2-TZVPD def2/J DEFGRID3
* xyz 0 1
C 1.513 0.885 -1.980
C 0.190 1.398 -1.404
C -0.643 0.296 -0.765
C -0.169 -0.081 0.636
N -1.038 -1.042 1.274
C -0.673 -1.497 2.579
H 1.317 -0.046 -2.520
H 2.085 1.576 -2.585
H 2.185 0.599 -1.163
H -0.342 1.834 -2.249
H 0.351 2.237 -0.718
H -0.535 -0.610 -1.375
H -1.710 0.531 -0.774
H 0.128 0.794 1.231
H 0.812 -0.556 0.479
H -1.664 -1.436 0.598
H -0.588 -0.630 3.227
H 0.240 -2.113 2.546
H -1.460 -2.137 2.964
*
```



#four
Formula: C5H13N
Source: the Open Molecules 2025 dataset
Level of theory: wB97M-V/def2-TZVPD

Gap between HOMO and LUMO   8.81 eV
Highest occupied orbital energy   -7.837 eV

Structure (ORCA input):
```
! RIJCOSX wB97M-V def2-TZVPD def2/J DEFGRID3
* xyz 0 1
C -0.376 0.995 -0.247
C 0.399 -0.233 1.689
C -0.507 0.173 -1.530
C -1.364 2.160 -0.225
C 1.954 -2.193 0.441
N -0.586 0.149 0.920
H -1.546 -0.201 0.991
H 0.646 1.376 -0.162
H 1.525 -1.218 1.007
H 0.039 -0.878 2.506
H -1.255 2.736 0.692
H -1.186 2.821 -1.071
H 0.200 -0.652 -1.525
H -0.310 0.796 -2.400
H -1.513 -0.235 -1.622
H -2.391 1.796 -0.288
H 1.148 -2.850 0.134
H 2.498 -1.836 -0.427
H 2.624 -2.708 1.117
*
```



Which structure is the most stable? The one labeled #three.



#one
Formula: C5H13N
Source: the Open Molecules 2025 dataset
Level of theory: wB97M-V/def2-TZVPD

Gap between HOMO and LUMO   9.38 eV
Highest occupied orbital energy   -8.259 eV
SMILES string   CCCN(C)C

Structure (ORCA input):
```
! RIJCOSX wB97M-V def2-TZVPD def2/J DEFGRID3
* xyz 0 1
C 0.214 -0.439 2.160
C 1.235 -0.001 1.135
C 0.782 -0.361 -0.285
N -0.640 -0.049 -0.581
C -0.804 1.350 -0.595
C -1.050 -0.872 -1.771
H 0.124 -1.549 2.112
H 0.545 0.121 3.013
H -0.732 0.132 1.910
H 2.161 -0.627 1.200
H 1.553 1.057 1.284
H 0.938 -1.375 -0.533
H 1.418 0.213 -1.033
H -1.837 1.619 -0.860
H -0.011 1.961 -1.201
H -0.479 1.850 0.319
H -2.132 -0.922 -1.830
H -0.696 -0.245 -2.667
H -0.588 -1.863 -1.777
*
```



#two
Formula: C5H13N
Source: the Open Molecules 2025 dataset
Level of theory: wB97M-V/def2-TZVPD

Gap between HOMO and LUMO   6.57 eV
Highest occupied orbital energy   -6.689 eV

Structure (ORCA input):
```
! RIJCOSX wB97M-V def2-TZVPD def2/J DEFGRID3
* xyz 0 1
C 3.010 -0.016 -0.167
N 1.811 -0.599 0.409
C -0.518 0.940 -0.200
C -1.642 0.524 0.553
C -1.303 0.251 -1.290
C -1.752 -0.874 1.119
H 3.004 -0.191 -1.286
H 3.952 -0.505 0.208
H 3.110 1.098 -0.042
H 1.898 -0.396 1.441
H -0.234 1.986 -0.337
H 0.725 0.150 0.119
H -2.484 1.166 0.609
H -2.402 0.309 -1.439
H -0.953 -0.793 -1.299
H -0.970 0.718 -2.228
H -2.689 -1.389 0.809
H -1.701 -0.899 2.279
H -0.863 -1.481 0.743
*
```



Which structure is the most stable? The one labeled #one.